No. 1
DFT (the ωB97M-V functional and the def2-TZVPD basis) results for a structure of composition C30H32CdN5O2P2.

CARTESIAN COORDINATES (ANGSTROEM)
Cd (-0.600, 0.920, 0.403)
N (-3.324, 0.036, -0.836)
P (-2.895, 1.669, -0.757)
C (-4.393, 2.541, -0.258)
C (-5.373, 1.900, 0.496)
C (-6.479, 2.608, 0.943)
C (-6.604, 3.958, 0.652)
C (-5.623, 4.605, -0.088)
C (-4.520, 3.901, -0.544)
C (-2.568, 2.228, -2.450)
C (-1.247, 2.370, -2.866)
C (-0.957, 2.678, -4.187)
C (-1.989, 2.847, -5.098)
C (-3.311, 2.712, -4.690)
C (-3.601, 2.404, -3.371)
P (-2.014, -1.047, -0.559)
C (-2.817, -2.477, 0.189)
C (-2.272, -3.748, 0.013)
C (-2.873, -4.842, 0.613)
C (-4.009, -4.675, 1.394)
C (-4.545, -3.410, 1.582)
C (-3.948, -2.310, 0.984)
C (-1.465, -1.582, -2.197)
C (-0.187, -1.237, -2.626)
C (0.225, -1.546, -3.913)
C (-0.640, -2.204, -4.775)
C (-1.915, -2.560, -4.350)
C (-2.326, -2.254, -3.063)
H (-4.117, -0.246, -1.401)
H (-5.275, 0.847, 0.730)
H (-7.243, 2.103, 1.519)
H (-7.466, 4.509, 1.003)
H (-5.721, 5.658, -0.317)
H (-3.766, 4.408, -1.134)
H (-0.431, 2.249, -2.159)
H (0.073, 2.787, -4.503)
H (-1.766, 3.088, -6.128)
H (-4.114, 2.847, -5.401)
H (-4.633, 2.307, -3.055)
H (-1.374, -3.873, -0.577)
H (-2.451, -5.828, 0.473)
H (-4.476, -5.534, 1.859)
H (-5.426, -3.277, 2.196)
H (-4.365, -1.323, 1.137)
H (0.497, -0.747, -1.941)
H (1.222, -1.283, -4.240)
H (-0.320, -2.450, -5.778)
H (-2.584, -3.082, -5.021)
H (-3.313, -2.549, -2.727)
N (3.536, -1.004, 1.100)
N (2.499, -1.810, 0.608)
C (1.180, -1.440, 0.781)
O (0.300, -2.220, 0.402)
O (0.992, -0.269, 1.291)
H (4.305, -1.032, 0.443)
H (3.864, -1.339, 1.999)
H (2.656, -2.797, 0.472)
C (4.543, 2.860, 1.135)
C (3.120, 3.053, 0.741)
C (2.425, 4.192, 0.367)
C (1.106, 3.781, 0.150)
N (1.008, 2.468, 0.369)
N (2.241, 2.046, 0.727)
C (-0.069, 4.596, -0.276)
H (5.150, 3.686, 0.773)
H (4.937, 1.931, 0.725)
H (4.638, 2.819, 2.220)
H (2.822, 5.188, 0.269)
H (2.360, 1.066, 1.007)
H (-0.086, 5.546, 0.256)
H (-1.002, 4.071, -0.070)
H (-0.029, 4.812, -1.345)

## Properties
- calculated total energy (Eh) = -2436.9884
- charge = +1
- gap between HOMO and LUMO (eV) = 8.39
- E_HOMO (Ha) = -0.39901
- F_max (Eh/bohr) = 0.003



No. 2
DFT (the ωB97M-V functional and the def2-TZVPD basis) results for a cluster of 8 separate species, C30H32F5N2O24 in total.

CARTESIAN COORDINATES (ANGSTROEM)
O (4.472, -4.042, -2.803)
C (4.326, -3.588, -3.837)
N (4.141, -3.074, -4.947)
C (2.787, -2.652, -5.097)
C (1.788, -3.598, -5.021)
N (0.506, -3.236, -5.126)
C (0.162, -1.953, -5.308)
C (-1.340, -1.621, -5.373)
F (-1.950, -2.669, -5.966)
F (-1.482, -0.506, -6.091)
C (-1.855, -1.418, -3.924)
F (-1.642, -2.531, -3.212)
F (-1.102, -0.449, -3.384)
F (-3.125, -1.066, -3.882)
C (1.103, -0.977, -5.426)
C (2.447, -1.326, -5.324)
C (3.524, -0.279, -5.441)
O (4.202, -0.131, -6.403)
O (3.656, 0.460, -4.309)
H (2.021, -4.641, -4.858)
H (-0.235, -3.927, -5.051)
H (0.832, 0.057, -5.569)
H (3.061, 1.224, -4.375)
C (3.659, -0.582, 0.298)
C (3.417, -1.193, -1.056)
O (2.684, -0.159, -1.731)
C (2.985, 1.020, -1.140)
O (2.667, 2.081, -1.582)
O (3.679, 0.831, -0.003)
H (4.598, -0.897, 0.743)
H (2.853, -0.786, 0.996)
H (4.343, -1.385, -1.611)
H (2.842, -2.106, -1.001)
C (0.378, 1.581, 3.933)
C (1.725, 2.240, 3.801)
O (2.607, 1.109, 3.695)
C (1.887, 0.067, 3.231)
O (2.374, -0.968, 2.878)
O (0.570, 0.338, 3.218)
H (-0.425, 2.162, 3.484)
H (0.123, 1.356, 4.956)
H (1.819, 2.841, 2.895)
H (1.978, 2.853, 4.661)
C (-0.310, -4.209, 2.254)
C (-0.786, -3.805, 0.877)
O (0.366, -3.151, 0.334)
C (1.457, -3.621, 0.994)
O (2.580, -3.396, 0.676)
O (1.098, -4.367, 2.056)
H (-0.757, -5.135, 2.604)
H (-0.475, -3.430, 3.000)
H (-1.032, -4.666, 0.251)
H (-1.638, -3.130, 0.903)
C (-3.707, -0.455, -8.879)
C (-2.480, -1.245, -9.281)
O (-2.912, -1.913, -10.461)
C (-3.941, -1.196, -10.997)
O (-4.412, -1.389, -12.062)
O (-4.348, -0.227, -10.131)
H (-3.466, 0.487, -8.391)
H (-4.380, -1.027, -8.235)
H (-1.632, -0.602, -9.529)
H (-2.172, -1.963, -8.524)
C (-1.959, 5.663, 5.164)
C (-2.978, 5.036, 6.084)
O (-2.468, 3.705, 6.247)
C (-1.143, 3.741, 6.000)
O (-0.394, 2.834, 6.208)
O (-0.767, 4.928, 5.486)
H (-1.823, 6.726, 5.350)
H (-2.190, 5.513, 4.119)
H (-3.016, 5.520, 7.062)
H (-3.977, 5.020, 5.659)
C (4.094, -0.303, 6.246)
C (2.870, 0.150, 7.007)
O (3.357, 0.243, 8.346)
C (4.705, 0.421, 8.291)
O (5.384, 0.699, 9.221)
O (5.163, 0.239, 7.026)
H (4.126, 0.077, 5.230)
H (4.193, -1.391, 6.221)
H (2.520, 1.135, 6.689)
H (2.045, -0.556, 6.944)
C (-6.125, 2.064, 3.497)
C (-6.658, 3.478, 3.439)
O (-5.479, 4.256, 3.680)
C (-4.408, 3.509, 3.329)
O (-3.296, 3.928, 3.256)
O (-4.765, 2.232, 3.077)
H (-6.653, 1.384, 2.834)
H (-6.133, 1.653, 4.508)
H (-7.056, 3.738, 2.457)
H (-7.415, 3.679, 4.192)

## Properties
- calculated total energy (Eh) = -3576.8166
- charge = +1
- gap between HOMO and LUMO (eV) = 6.60
- E_HOMO (Ha) = -0.43567
- F_max (Eh/bohr) = 0.031



No. 3
DFT (the ωB97M-V functional and the def2-TZVPD basis) results for a structure of composition C30H32FN3SY.

CARTESIAN COORDINATES (ANGSTROEM)
Y (0.382, -0.252, -1.019)
C (-2.482, -0.025, 1.785)
C (-1.912, -1.438, 1.899)
C (-2.032, -2.218, 0.588)
C (-0.521, -1.615, 2.492)
C (-0.370, -2.599, 3.462)
C (0.876, -2.908, 3.975)
C (1.993, -2.254, 3.491)
C (1.899, -1.260, 2.518)
C (3.220, -0.729, 1.974)
C (3.590, -1.512, 0.717)
C (3.384, 0.772, 1.757)
C (0.618, -0.920, 2.043)
N (0.459, 0.143, 1.097)
C (0.342, 1.422, 1.613)
C (0.330, 1.801, 2.960)
C (0.246, 3.142, 3.308)
C (0.176, 4.145, 2.348)
C (0.182, 3.806, 0.999)
C (0.247, 2.472, 0.714)
F (0.270, 2.052, -0.653)
H (-3.563, -0.085, 1.640)
H (-2.070, 0.546, 0.952)
H (-2.299, 0.552, 2.690)
H (-2.574, -1.966, 2.593)
H (-1.250, -1.963, -0.153)
H (-2.990, -2.052, 0.092)
H (-1.901, -3.288, 0.751)
H (-1.246, -3.128, 3.817)
H (0.977, -3.667, 4.738)
H (2.972, -2.515, 3.872)
H (3.956, -1.003, 2.736)
H (2.890, -1.318, -0.107)
H (3.598, -2.587, 0.899)
H (4.567, -1.215, 0.331)
H (2.873, 1.133, 0.863)
H (4.445, 0.989, 1.620)
H (3.030, 1.356, 2.605)
H (0.403, 1.035, 3.720)
H (0.244, 3.404, 4.357)
H (0.124, 5.184, 2.640)
H (0.142, 4.543, 0.209)
C (4.553, -0.095, -3.987)
C (4.182, 0.997, -3.217)
C (3.045, 0.921, -2.422)
C (2.252, -0.234, -2.363)
C (2.659, -1.314, -3.162)
C (3.792, -1.255, -3.963)
H (5.439, -0.042, -4.606)
H (4.777, 1.901, -3.241)
H (2.786, 1.795, -1.827)
H (2.096, -2.247, -3.165)
H (4.085, -2.105, -4.566)
N (-6.631, 1.036, -2.832)
C (-5.752, 0.412, -3.634)
S (-6.073, -0.153, -5.125)
C (-4.366, 0.306, -3.062)
C (-3.613, -0.842, -3.289)
C (-2.332, -0.903, -2.791)
N (-1.763, 0.099, -2.099)
C (-2.490, 1.205, -1.887)
C (-3.787, 1.345, -2.346)
H (-7.582, 1.141, -3.149)
H (-6.429, 1.226, -1.866)
H (-4.027, -1.660, -3.862)
H (-1.727, -1.788, -2.966)
H (-2.012, 2.005, -1.337)
H (-4.314, 2.272, -2.169)

## Properties
- calculated total energy (Eh) = -1862.8580
- charge = +1
- ΔE to the lowest compared entry with this formula, charge and spin (eV) = 0.365
- gap between HOMO and LUMO (eV) = 6.89
- E_HOMO (Ha) = -0.38940
- F_max (Eh/bohr) = 0.008



No. 4
DFT (the ωB97M-V functional and the def2-TZVPD basis) results for a structure of composition C30H32IN8O2Rh.

CARTESIAN COORDINATES (ANGSTROEM)
Rh (0.137, 0.165, 0.470)
N (0.603, 0.486, 2.928)
C (0.690, -0.764, 3.635)
C (1.098, -0.845, 4.939)
C (1.163, -2.087, 5.605)
C (0.800, -3.231, 4.956)
C (0.387, -3.184, 3.604)
C (0.015, -4.344, 2.883)
C (-0.341, -4.234, 1.572)
C (-0.307, -2.963, 0.967)
N (0.022, -1.863, 1.603)
C (0.351, -1.947, 2.928)
H (-0.308, 0.912, 3.094)
H (1.276, 1.153, 3.293)
H (1.356, 0.062, 5.472)
H (1.487, -2.118, 6.635)
H (0.827, -4.189, 5.459)
H (0.023, -5.303, 3.385)
H (-0.630, -5.092, 0.984)
H (-0.544, -2.852, -0.083)
N (-0.313, -0.940, -1.453)
C (-0.925, -0.803, -2.433)
N (-1.595, -0.684, -3.532)
C (-2.946, -1.252, -3.692)
C (-2.983, -2.040, -4.991)
O (-2.564, -1.229, -6.068)
C (-1.216, -0.834, -5.926)
C (-1.052, 0.042, -4.694)
H (-3.660, -0.426, -3.726)
H (-3.165, -1.879, -2.829)
H (-3.999, -2.363, -5.209)
H (-2.341, -2.928, -4.916)
H (-0.948, -0.280, -6.824)
H (-0.569, -1.716, -5.851)
H (-1.616, 0.971, -4.806)
H (-0.007, 0.279, -4.498)
I (4.739, 0.212, -3.399)
C (4.092, -0.415, -1.539)
C (4.882, -1.216, -0.723)
C (4.384, -1.604, 0.510)
C (3.120, -1.185, 0.886)
N (2.362, -0.407, 0.109)
C (2.839, -0.038, -1.080)
H (5.864, -1.532, -1.046)
H (4.965, -2.229, 1.172)
H (2.696, -1.475, 1.839)
H (2.187, 0.581, -1.685)
C (-4.781, 0.508, 1.455)
C (-4.021, -0.227, 2.355)
C (-2.641, -0.047, 2.416)
C (-2.106, 0.832, 1.500)
C (-2.811, 1.646, 0.645)
C (-4.190, 1.430, 0.605)
H (-5.854, 0.378, 1.435)
H (-4.496, -0.933, 3.023)
H (-2.045, -0.618, 3.117)
H (-2.340, 2.375, 0.003)
H (-4.798, 2.012, -0.075)
C (-0.288, 4.587, -2.131)
N (0.550, 4.095, -1.035)
C (1.423, 4.902, -0.379)
C (2.217, 4.439, 0.613)
C (2.099, 3.060, 0.944)
N (1.190, 2.296, 0.356)
C (0.434, 2.775, -0.665)
O (-0.341, 2.001, -1.237)
N (2.905, 2.490, 1.859)
H (0.005, 5.608, -2.357)
H (-1.335, 4.558, -1.837)
H (-0.142, 3.958, -3.005)
H (1.453, 5.929, -0.713)
H (2.924, 5.087, 1.106)
H (3.687, 3.008, 2.223)
H (2.972, 1.484, 1.852)

## Properties
- 2S+1 = 5
- calculated total energy (Eh) = -2158.6239
- charge = +2
- ΔE to the lowest compared entry with this formula, charge and spin (eV) = 0.000
- gap between HOMO and LUMO (spin up / spin down) (eV) = 8.35 / 6.98
- E_HOMO (spin up / spin down) (Ha) = -0.49099 / -0.50723
- F_max (Eh/bohr) = 0.010



No. 5
DFT (the ωB97M-V functional and the def2-TZVPD basis) results for a structure of composition C30H33AgN8S3.

CARTESIAN COORDINATES (ANGSTROEM)
Ag (-0.132, -1.173, 1.085)
N (1.267, 9.242, 3.372)
C (1.097, 8.138, 3.111)
C (0.881, 6.747, 2.774)
C (0.596, 6.385, 1.463)
C (0.385, 5.055, 1.141)
C (0.444, 4.063, 2.116)
C (0.737, 4.437, 3.425)
C (0.953, 5.765, 3.755)
C (0.207, 2.631, 1.763)
C (1.194, 2.044, 0.945)
C (2.370, 2.705, 0.447)
C (3.120, 1.734, -0.178)
C (2.384, 0.519, -0.022)
N (1.256, 0.695, 0.637)
C (-0.937, 2.060, 2.306)
C (-1.878, 2.703, 3.200)
C (-2.858, 1.779, 3.434)
C (-2.499, 0.617, 2.660)
N (-1.390, 0.786, 1.991)
H (0.544, 7.153, 0.703)
H (0.158, 4.769, 0.121)
H (0.806, 3.664, 4.181)
H (1.184, 6.048, 4.773)
H (2.623, 3.751, 0.558)
H (4.076, 1.853, -0.669)
H (2.667, -0.481, -0.336)
H (-1.808, 3.698, 3.617)
H (-3.722, 1.882, 4.075)
H (-3.025, -0.329, 2.596)
S (-0.544, -4.584, 4.606)
C (-0.390, -3.361, 3.419)
S (-1.568, -3.179, 2.141)
S (1.011, -2.348, 3.316)
N (-1.533, -1.054, -0.909)
C (-1.956, -0.170, -1.522)
N (-2.467, 0.853, -2.220)
C (-3.658, 1.535, -1.727)
C (-4.904, 1.046, -2.457)
C (-4.719, 1.171, -3.972)
C (-3.462, 0.418, -4.420)
C (-2.242, 0.924, -3.659)
H (-3.528, 2.608, -1.905)
H (-3.729, 1.379, -0.654)
H (-5.773, 1.616, -2.118)
H (-5.073, -0.004, -2.199)
H (-4.620, 2.231, -4.240)
H (-5.597, 0.786, -4.493)
H (-3.297, 0.526, -5.496)
H (-3.588, -0.649, -4.208)
H (-2.057, 1.972, -3.919)
H (-1.349, 0.354, -3.901)
C (3.069, -5.881, 0.962)
C (1.691, -5.481, 1.458)
N (1.180, -4.388, 0.663)
C (1.700, -3.883, -0.478)
N (1.207, -2.787, -0.935)
C (1.571, -2.332, -2.254)
C (2.945, -2.821, -2.698)
C (3.018, -4.322, -2.460)
N (2.766, -4.591, -1.059)
C (3.050, -5.923, -0.559)
H (3.349, -6.853, 1.376)
H (3.809, -5.141, 1.276)
H (1.703, -5.173, 2.505)
H (1.018, -6.343, 1.385)
H (0.441, -3.810, 1.073)
H (1.538, -1.238, -2.271)
H (0.820, -2.674, -2.984)
H (3.714, -2.342, -2.085)
H (3.137, -2.582, -3.748)
H (4.005, -4.718, -2.709)
H (2.289, -4.834, -3.108)
H (4.021, -6.226, -0.960)
H (2.306, -6.662, -0.901)

## Properties
- calculated total energy (Eh) = -2942.5876
- charge = -2
- ΔE to the lowest compared entry with this formula, charge and spin (eV) = 0.488
- gap between HOMO and LUMO (eV) = 3.62
- E_HOMO (Ha) = 0.00876
- F_max (Eh/bohr) = 0.017



No. 6
DFT (the ωB97M-V functional and the def2-TZVPD basis) results for a cluster of 5 separate species, C30H33B2BrN2O3 in total.

CARTESIAN COORDINATES (ANGSTROEM)
C (0.344, -3.093, 4.881)
B (0.396, -3.945, 3.469)
O (0.879, -5.315, 3.525)
C (-0.055, -3.189, 2.076)
Br (-1.084, -4.324, 0.820)
C (-1.066, -2.002, 2.547)
N (-1.826, -1.085, 2.795)
C (1.262, -2.478, 1.480)
C (2.577, -2.730, 2.407)
N (3.629, -2.990, 2.952)
C (1.650, -2.847, -0.035)
B (0.904, -1.841, -1.115)
O (-0.434, -1.311, -0.881)
O (1.681, -1.475, -2.302)
H (0.926, -2.108, 4.657)
H (0.911, -3.638, 5.719)
H (-0.730, -2.822, 5.174)
H (1.845, -5.207, 3.755)
H (1.096, -1.328, 1.519)
H (1.558, -3.954, -0.314)
H (2.780, -2.592, -0.151)
H (-0.543, -0.656, -1.626)
H (1.534, -2.253, -2.910)
C (3.174, 1.908, -0.317)
C (3.336, 2.966, 0.573)
C (2.221, 3.623, 1.085)
C (0.943, 3.226, 0.704)
C (0.780, 2.174, -0.193)
C (1.895, 1.514, -0.702)
H (4.043, 1.391, -0.710)
H (4.333, 3.278, 0.869)
H (2.349, 4.446, 1.782)
H (0.074, 3.736, 1.105)
H (-0.217, 1.868, -0.495)
H (1.769, 0.693, -1.400)
C (-3.008, -4.230, -2.979)
C (-2.410, -2.976, -3.048)
C (-2.493, -2.228, -4.219)
C (-3.171, -2.737, -5.323)
C (-3.761, -3.995, -5.257)
C (-3.681, -4.742, -4.085)
H (-2.949, -4.811, -2.064)
H (-1.879, -2.580, -2.188)
H (-2.030, -1.247, -4.272)
H (-3.238, -2.153, -6.235)
H (-4.285, -4.395, -6.120)
H (-4.144, -5.722, -4.033)
C (6.917, 5.355, -3.067)
C (6.503, 5.700, -1.784)
C (5.159, 5.601, -1.435)
C (4.228, 5.160, -2.372)
C (4.641, 4.824, -3.657)
C (5.985, 4.920, -4.005)
H (7.966, 5.426, -3.337)
H (7.229, 6.046, -1.055)
H (4.838, 5.867, -0.433)
H (3.181, 5.080, -2.099)
H (3.914, 4.486, -4.390)
H (6.307, 4.655, -5.007)
C (-6.686, 1.507, 2.379)
C (-5.390, 1.013, 2.262)
C (-4.768, 0.422, 3.358)
C (-5.441, 0.330, 4.574)
C (-6.733, 0.833, 4.693)
C (-7.357, 1.420, 3.596)
H (-7.173, 1.961, 1.522)
H (-4.865, 1.086, 1.315)
H (-3.759, 0.033, 3.266)
H (-4.957, -0.132, 5.428)
H (-7.256, 0.767, 5.642)
H (-8.365, 1.810, 3.688)

## Properties
- calculated total energy (Eh) = -4121.9362
- charge = 0
- gap between HOMO and LUMO (eV) = 8.72
- E_HOMO (Ha) = -0.33158
- F_max (Eh/bohr) = 0.139